Computed, not measured: one molecule with the formula C19H19ClFNO2, with the ωB97M-V functional and the def2-TZVPD basis.

Last column: Löwdin charge in e.
Atoms and positions in Å:
O -2.33 -2.14 -2.13  0.06
C -1.83 -1.63 -1.14  -0.51
C -0.50 -1.01 -1.16  0.01
C 0.33 -0.90 -0.12  -0.04
C 1.67 -0.35 -0.13  -0.23
C 2.44 -0.41 1.03  -0.03
C 3.73 0.10 1.08  -0.02
C 4.29 0.69 -0.04  -0.26
O 5.53 1.24 -0.12  -0.04
C 6.41 1.15 0.97  -0.19
C 7.04 -0.25 1.10  -0.14
C 7.97 -0.53 -0.08  -0.21
F 9.10 0.25 0.01  -0.05
C 3.52 0.76 -1.21  0.01
C 2.25 0.26 -1.26  -0.02
N -2.48 -1.61 0.06  0.06
C -3.82 -2.13 0.22  -0.13
C -4.81 -1.05 0.54  -0.20
C -5.79 -1.24 1.51  -0.05
C -6.70 -0.23 1.80  -0.08
C -6.65 0.97 1.12  -0.11
C -5.68 1.16 0.15  -0.67
Cl -5.61 2.66 -0.71  0.67
C -4.77 0.16 -0.15  -0.06
H -0.19 -0.70 -2.15  0.11
H 0.02 -1.29 0.85  0.11
H 2.03 -0.86 1.92  0.11
H 4.28 0.02 2.01  0.11
H 5.91 1.43 1.90  0.12
H 7.20 1.88 0.76  0.13
H 7.61 -0.30 2.03  0.12
H 6.27 -1.01 1.12  0.11
H 8.31 -1.57 -0.08  0.12
H 7.49 -0.28 -1.03  0.12
H 3.96 1.23 -2.08  0.12
H 1.69 0.33 -2.17  0.11
H -2.10 -1.07 0.82  0.14
H -3.83 -2.90 1.00  0.12
H -4.07 -2.59 -0.74  0.13
H -5.83 -2.17 2.05  0.11
H -7.45 -0.39 2.55  0.11
H -7.36 1.76 1.34  0.10
H -4.03 0.32 -0.92  0.11

The net charge is 0. Its SMILES is O=C(/C=C/c1ccc(OCCCF)cc1)NCc1cccc(Cl)c1. The frontier orbital gap is 8.60 eV. The value obtained for the energy relative to the best compared isomer or geometry (same formula, charge and spin) is 0.00 kJ/mol. The max |F| comes out at 0.8 eV/Å.

=====

Computed, not measured: C19H19ClN2O3Tc as an isolated structure, with the ωB97M-V functional and the def2-TZVPD basis.

Last column: Löwdin spin population.
Atoms and positions in Å:
Cl -2.04 4.19 -4.13  1.00
C -0.69 -1.09 -3.10  0.04
C 0.73 -1.27 -2.93  0.03
C 1.40 -0.28 -3.73  0.00
H 1.21 -2.06 -2.35  0.00
C 0.40 0.54 -4.39  0.04
C -0.89 0.02 -4.00  0.00
H -1.84 0.42 -4.36  0.00
H -1.47 -1.71 -2.66  0.00
H 2.48 -0.17 -3.86  0.00
C 0.65 1.60 -5.40  0.02
Tc 0.19 0.72 -2.29  1.51
C 1.76 1.67 -1.54  0.02
O 2.57 2.16 -0.87  0.02
C -1.20 2.03 -1.83  0.04
O -1.98 2.74 -1.36  0.05
H 1.61 2.09 -5.20  0.00
H -0.15 2.35 -5.37  0.00
H 0.70 1.15 -6.40  0.01
C -1.44 -0.42 4.09  0.00
N -1.38 -0.36 2.65  0.02
N -0.26 -0.47 1.88  0.01
C -0.61 -0.16 0.58  0.01
O 0.29 -0.03 -0.33  0.14
C -1.99 0.08 0.60  0.01
C -2.42 0.02 1.89  0.00
C -3.76 0.34 2.41  0.00
C 1.03 -0.85 2.37  0.00
C 1.17 -1.86 3.34  0.00
C 2.45 -2.23 3.77  0.00
C 3.58 -1.63 3.21  0.00
C 3.44 -0.66 2.22  0.00
C 2.17 -0.27 1.80  0.00
H -0.46 -0.60 4.51  0.00
H -2.12 -1.23 4.40  0.00
H -1.85 0.52 4.49  0.00
H -2.57 0.35 -0.28  0.00
H -4.27 -0.51 2.88  0.00
H -3.80 1.17 3.12  0.00
H -4.39 0.64 1.56  0.00
H 0.28 -2.35 3.74  0.00
H 2.55 -2.98 4.55  0.00
H 4.58 -1.91 3.55  0.00
H 4.31 -0.20 1.74  0.00
H 2.04 0.47 1.02  0.00

The net charge is +2. Its expectation value of S² is 3.768. The frontier orbital gap (spin up / spin down) is 7.49 / 5.00 eV. The value obtained for the energy relative to the best compared isomer or geometry (same formula, charge and spin) is 0.00 kJ/mol. The spin multiplicity is 4. The max |F| comes out at 6.4 eV/Å.

=====

Computed, not measured: one molecule with the formula C19H19ClN2OS2, with the ωB97M-V functional and the def2-TZVPD basis.

Last column: Löwdin charge in e.
Atoms and positions in Å:
C 5.91 2.72 0.43  -0.05
C 4.54 2.11 0.35  -0.28
C 3.40 2.91 0.35  -0.04
C 2.14 2.36 0.26  -0.05
C 1.97 0.98 0.15  -0.28
N 0.73 0.36 0.09  0.05
C -0.41 0.81 -0.51  -0.75
S -0.44 2.15 -1.48  0.74
N -1.53 0.06 -0.29  -0.08
C -2.73 0.34 -1.05  -0.13
C -3.75 1.10 -0.26  -0.29
C -5.11 1.04 -0.25  -0.03
C -5.54 2.03 0.67  -0.06
C -4.41 2.61 1.15  -0.12
O -3.32 2.05 0.60  0.04
C -1.49 -1.06 0.64  -0.34
C -2.88 -1.50 1.12  -0.02
C -0.78 -2.24 0.02  -0.52
C -0.53 -2.49 -1.30  -0.12
C 0.17 -3.70 -1.51  -0.18
C 0.43 -4.36 -0.35  -0.42
S -0.16 -3.51 1.02  1.03
C 3.12 0.18 0.16  -0.55
Cl 2.96 -1.55 0.05  0.73
C 4.38 0.73 0.26  -0.07
H 6.20 3.11 -0.55  0.08
H 6.65 1.98 0.73  0.07
H 5.92 3.55 1.13  0.08
H 3.50 3.98 0.43  0.11
H 1.27 2.99 0.27  0.07
H 0.80 -0.65 0.23  0.06
H -3.17 -0.58 -1.42  0.13
H -2.42 0.96 -1.90  0.07
H -5.73 0.39 -0.83  0.11
H -6.55 2.27 0.93  0.10
H -4.25 3.39 1.87  0.12
H -0.93 -0.73 1.53  0.15
H -3.47 -1.92 0.32  0.09
H -3.41 -0.66 1.56  0.08
H -2.74 -2.26 1.89  0.08
H -0.81 -1.82 -2.09  0.12
H 0.46 -4.06 -2.48  0.10
H 0.94 -5.29 -0.21  0.06
H 5.24 0.08 0.27  0.11

The net charge is 0. Its SMILES is Cc1ccc(NC(=S)N(Cc2ccco2)[C@@H](C)c2cccs2)c(Cl)c1. The frontier orbital gap is 8.50 eV. The value obtained for the energy relative to the best compared isomer or geometry (same formula, charge and spin) is 6.59 kJ/mol. The max |F| comes out at 0.9 eV/Å.

=====

Computed, not measured: one molecule with the formula C19H19ClN4O2, with the ωB97M-V functional and the def2-TZVPD basis.

Last column: Löwdin charge in e.
Atoms and positions in Å:
C 2.40 0.10 1.12  0.01
C 2.41 -1.36 0.74  -0.54
O 2.77 -1.77 -0.35  0.05
N 2.00 -2.19 1.73  0.05
C 1.66 -3.57 1.45  -0.16
C 0.15 -3.71 1.16  -0.09
C -0.30 -2.62 0.26  -0.32
N -0.90 -1.54 0.71  0.17
C -1.10 -0.74 -0.39  -0.21
C -1.70 0.50 -0.48  0.05
C -1.76 1.09 -1.74  -0.26
N -2.37 2.34 -1.93  0.13
C -2.41 3.41 -1.09  -0.44
O -3.16 4.35 -1.30  0.08
C -1.45 3.42 0.05  -0.17
C -1.89 3.77 1.32  -0.01
C -1.01 3.83 2.38  -0.09
C 0.33 3.56 2.16  -0.67
Cl 1.45 3.62 3.48  0.67
C 0.80 3.24 0.89  -0.11
C -0.10 3.16 -0.16  -0.02
C -1.25 0.44 -2.87  -0.03
C -0.66 -0.81 -2.79  0.00
C -0.58 -1.39 -1.53  -0.16
N -0.09 -2.59 -1.09  -0.02
C 0.64 -3.54 -1.88  0.00
H 2.85 0.24 2.10  0.09
H 1.37 0.44 1.15  0.07
H 2.95 0.66 0.37  0.09
H 1.55 -1.78 2.54  0.14
H 1.94 -4.20 2.29  0.12
H 2.24 -3.85 0.57  0.11
H -0.05 -4.69 0.73  0.11
H -0.41 -3.61 2.09  0.12
H -2.12 0.98 0.39  0.12
H -2.91 2.45 -2.77  0.16
H -2.94 4.00 1.47  0.13
H -1.35 4.09 3.37  0.11
H 1.85 3.06 0.73  0.10
H 0.26 2.92 -1.14  0.13
H -1.32 0.93 -3.83  0.11
H -0.27 -1.29 -3.67  0.11
H 0.26 -3.53 -2.90  0.09
H 0.52 -4.54 -1.48  0.09
H 1.70 -3.27 -1.89  0.09

The net charge is 0. Its SMILES is CC(=O)NCCc1nc2cc(NC(=O)c3ccc(Cl)cc3)ccc2n1C. The frontier orbital gap is 8.82 eV. The max |F| comes out at 0.8 eV/Å.

=====

Computed, not measured: one molecule with the formula C19H19F3N2O3S, with the ωB97M-V functional and the def2-TZVPD basis.

Last column: Löwdin charge in e.
Atoms and positions in Å:
C -0.90 -0.67 -4.39  -0.07
N -0.43 -0.66 -2.98  -0.25
C 0.99 -0.75 -2.58  -0.15
C 0.99 -1.23 -1.09  -0.09
N 0.44 -0.09 -0.21  -0.03
C 0.63 -0.02 1.20  -0.13
C 0.98 1.23 1.63  -0.16
C 1.50 1.34 2.88  -0.01
C 1.64 0.19 3.73  -0.03
C 1.23 -1.10 3.32  -0.01
C 0.90 -1.19 1.97  -0.18
O 0.55 -2.51 1.48  -0.20
S 1.67 -3.71 1.71  0.85
O 3.12 -3.21 1.51  -0.31
O 1.67 -4.17 3.10  -0.28
C 1.19 -5.10 0.45  -0.56
F 0.93 -4.75 -0.78  0.19
F 2.24 -6.00 0.37  0.12
F 0.03 -5.59 1.02  0.11
C 0.76 2.47 0.79  -0.06
C -0.68 2.77 0.47  -0.18
C -1.15 3.93 0.99  -0.06
C -2.42 4.34 0.75  -0.10
C -3.27 3.51 0.05  -0.08
C -2.83 2.24 -0.23  -0.04
C -1.49 1.82 -0.13  -0.08
C -0.94 0.40 -0.63  -0.14
C -1.17 0.33 -2.19  -0.15
H -0.33 -1.50 -4.86  0.09
H -1.96 -0.74 -4.50  0.06
H -0.70 0.43 -4.67  0.10
H 1.49 0.24 -2.77  0.13
H 1.46 -1.54 -3.26  0.13
H 1.94 -1.61 -0.69  0.12
H 0.31 -2.01 -1.08  0.07
H 1.85 2.30 3.17  0.10
H 2.14 0.24 4.69  0.10
H 1.13 -1.99 3.98  0.13
H 1.19 3.36 1.27  0.11
H 1.28 2.30 -0.14  0.13
H -0.63 4.63 1.64  0.12
H -2.85 5.30 0.95  0.11
H -4.26 3.83 -0.23  0.11
H -3.49 1.60 -0.75  0.10
H -1.64 -0.32 -0.20  0.14
H -0.86 1.37 -2.50  0.13
H -2.21 0.30 -2.25  0.09

The net charge is 0. Its SMILES is CN1CCN2c3c(cccc3OS(=O)(=O)C(F)(F)F)Cc3ccccc3[C@H]2C1. The frontier orbital gap is 8.32 eV. The value obtained for the energy relative to the best compared isomer or geometry (same formula, charge and spin) is 595.58 kJ/mol. The max |F| comes out at 7.8 eV/Å.

=====

Computed, not measured: one molecule with the formula C19H19FN2O4, with the ωB97M-V functional and the def2-TZVPD basis.

Last column: Löwdin charge in e.
Atoms and positions in Å:
O -5.54 -1.61 -1.45  0.10
C -4.53 -1.20 -0.93  -0.43
N -3.45 -2.01 -0.77  0.14
C -2.22 -1.77 -0.13  -0.25
C -2.11 -0.98 1.00  -0.01
C -0.88 -0.79 1.59  0.01
C 0.27 -1.40 1.08  -0.26
O 1.43 -1.14 1.76  -0.07
C 2.61 -1.80 1.35  -0.09
C 3.16 -1.39 -0.02  -0.45
O 3.48 -2.24 -0.83  0.05
N 3.25 -0.07 -0.28  -0.04
C 3.06 1.02 0.64  -0.11
C 4.40 1.75 0.83  -0.18
O 4.92 2.20 -0.40  -0.13
C 5.12 1.12 -1.29  -0.18
C 3.81 0.37 -1.55  -0.10
C 0.16 -2.21 -0.04  0.00
C -1.08 -2.40 -0.63  -0.01
C -4.37 0.23 -0.51  -0.10
C -3.39 1.03 -1.09  -0.02
C -3.30 2.37 -0.78  -0.08
C -4.19 2.94 0.12  -0.07
C -5.16 2.16 0.72  0.00
C -5.25 0.82 0.39  -0.23
F -6.18 0.06 1.00  0.09
H -3.54 -2.91 -1.22  0.16
H -2.98 -0.52 1.44  0.12
H -0.78 -0.17 2.48  0.12
H 2.46 -2.89 1.33  0.14
H 3.35 -1.57 2.12  0.14
H 2.69 0.67 1.60  0.12
H 2.34 1.72 0.21  0.14
H 4.27 2.64 1.45  0.13
H 5.12 1.07 1.32  0.13
H 5.50 1.55 -2.21  0.13
H 5.86 0.42 -0.88  0.13
H 3.98 -0.51 -2.17  0.13
H 3.09 1.04 -2.03  0.14
H 1.01 -2.71 -0.46  0.11
H -1.16 -3.03 -1.50  0.12
H -2.71 0.59 -1.80  0.13
H -2.54 2.98 -1.25  0.10
H -4.12 3.99 0.37  0.11
H -5.86 2.57 1.43  0.12

The net charge is 0. Its SMILES is O=C(Nc1ccc(OCC(=O)N2CCOCC2)cc1)c1ccccc1F. The frontier orbital gap is 8.84 eV. The value obtained for the energy relative to the best compared isomer or geometry (same formula, charge and spin) is 38.63 kJ/mol. The max |F| comes out at 0.6 eV/Å.

=====

Computed, not measured: C19H19IPPdS2 as an isolated structure, with the ωB97M-V functional and the def2-TZVPD basis.

Last column: Löwdin charge in e.
Atoms and positions in Å:
Pd -0.53 -0.73 0.73  0.20
I 0.37 -3.09 1.51  1.19
C 2.32 -2.47 1.18  -0.63
C 3.33 -3.39 1.25  -0.13
C 4.66 -2.93 1.16  -0.06
C 4.91 -1.60 1.05  -0.01
C 3.86 -0.65 0.99  -0.16
C 4.15 0.74 0.95  -0.02
C 3.14 1.64 0.94  -0.06
C 1.80 1.21 0.88  -0.18
C 1.45 -0.12 0.88  -0.28
C 2.51 -1.08 1.00  -0.26
H 3.12 -4.44 1.40  0.10
H 5.47 -3.65 1.20  0.12
H 5.93 -1.24 1.01  0.12
H 5.19 1.05 0.96  0.12
H 3.35 2.70 0.95  0.12
H 1.04 1.98 0.82  0.04
S -2.71 -1.48 0.74  0.63
C -3.62 -0.03 0.82  -0.70
C -5.02 -0.06 0.61  -0.10
C -5.72 1.11 0.51  -0.06
C -5.06 2.36 0.59  -0.06
C -3.71 2.41 0.80  -0.11
C -2.98 1.21 0.98  -0.70
S -1.35 1.26 1.48  0.80
H -5.52 -1.01 0.51  0.11
H -6.79 1.08 0.34  0.12
H -5.63 3.27 0.48  0.11
H -3.20 3.36 0.88  0.11
C 0.34 1.64 -1.81  -0.22
P -0.40 0.06 -1.39  0.77
C -2.02 0.10 -2.16  -0.23
C 0.58 -1.18 -2.26  -0.21
H 0.14 1.79 -2.87  0.07
H 1.41 1.65 -1.63  0.05
H -0.13 2.45 -1.24  0.06
H -1.91 0.44 -3.19  0.07
H -2.67 0.80 -1.62  0.05
H -2.46 -0.89 -2.12  0.05
H 0.67 -0.90 -3.32  0.07
H 0.09 -2.15 -2.18  0.06
H 1.57 -1.24 -1.81  0.05

The net charge is +1. The frontier orbital gap is 5.69 eV. The value obtained for the energy relative to the best compared isomer or geometry (same formula, charge and spin) is 0.00 kJ/mol. The max |F| comes out at 0.6 eV/Å.

=====

Computed, not measured: one molecule with the formula C19H19N3O2S, with the ωB97M-V functional and the def2-TZVPD basis.

Last column: Löwdin charge in e.
Atoms and positions in Å:
O -0.01 2.08 3.17  0.09
C 0.31 2.04 2.00  -0.48
C 1.44 1.16 1.49  -0.11
C 1.06 0.54 0.15  -0.47
C -0.30 -0.16 0.24  -0.52
O -1.32 0.32 -0.20  0.07
N -0.24 -1.33 0.90  0.08
C -1.39 -2.17 1.13  -0.15
C -1.15 -3.59 0.61  -0.13
C 0.01 -4.22 1.33  -0.25
C -0.16 -4.79 2.59  -0.04
C 0.92 -5.31 3.28  -0.08
C 2.18 -5.27 2.73  -0.09
C 2.37 -4.70 1.48  -0.08
C 1.29 -4.18 0.79  -0.06
S 0.98 1.87 -1.10  1.06
C -0.19 2.94 -0.29  -0.57
N -0.90 3.80 -0.86  0.11
C -0.90 4.14 -2.20  -0.30
C 0.28 4.32 -2.92  -0.07
C 0.22 4.72 -4.24  -0.09
C -1.00 4.94 -4.85  -0.10
C -2.17 4.77 -4.13  -0.09
C -2.12 4.38 -2.81  -0.02
N -0.33 2.81 1.08  0.13
H 1.64 0.40 2.24  0.13
H 2.33 1.78 1.37  0.13
H 1.83 -0.15 -0.20  0.11
H 0.65 -1.69 1.23  0.13
H -2.23 -1.70 0.62  0.12
H -1.61 -2.20 2.21  0.13
H -0.95 -3.55 -0.46  0.12
H -2.06 -4.18 0.78  0.12
H -1.15 -4.82 3.02  0.12
H 0.76 -5.75 4.25  0.10
H 3.03 -5.68 3.27  0.10
H 3.36 -4.67 1.04  0.10
H 1.44 -3.75 -0.19  0.11
H 1.24 4.17 -2.44  0.08
H 1.14 4.86 -4.80  0.10
H -1.04 5.25 -5.89  0.10
H -3.13 4.95 -4.61  0.10
H -3.03 4.24 -2.24  0.11
H -1.08 3.38 1.45  0.17

The net charge is 0. Its SMILES is O=C1C[C@@H](C(=O)NCCc2ccccc2)S/C(=N\c2ccccc2)N1. The frontier orbital gap is 8.49 eV. The value obtained for the energy relative to the best compared isomer or geometry (same formula, charge and spin) is 107.24 kJ/mol. The max |F| comes out at 0.9 eV/Å.